A | {"formula": "CH12O5", "method": "ωB97M-V with the def2-TZVPD basis set", "homo_energy_ev": [0.4197, -6.7615], "multiplicity": 2, "orbital_gap_ev": [2.885, 9.938], "charge": -1, "elements": ["O", "H", "H", "O", "H", "H", "O", "H", "H", "O", "H", "H", "C", "O", "H", "H", "H", "H"], "positions_angstrom": [[2.78525, 1.46306, -2.08464], [1.97202, 1.19559, -1.65645], [2.51342, 2.11616, -2.72945], [0.75113, 0.30316, -0.76356], [-0.03152, 0.73084, -0.41606], [0.50356, -0.61751, -0.84907], [-1.67639, 1.42772, -0.52597], [-2.06896, 2.29929, -0.57578], [-2.36357, 0.87599, -0.15231], [0.38339, -2.31840, -1.12263], [1.00456, -2.85054, -1.61982], [0.19296, -2.83846, -0.34191], [-0.39238, -0.15561, 2.32783], [-1.16670, -1.24876, 1.87253], [-0.49455, 0.64752, 1.59801], [-0.68180, 0.28622, 3.28131], [0.66528, -0.40589, 2.41045], [-1.89571, -0.91038, 1.34751]], "mulliken_charge": [-0.647, 0.479, 0.304, -1.062, 0.416, 0.358, -0.838, 0.513, 0.096, -0.842, 0.331, 0.364, -1.255, -0.196, 0.270, 0.257, 0.240, 0.210]}

---

B | {"formula": "CH12O5", "method": "ωB97M-V with the def2-TZVPD basis set", "homo_energy_ev": [0.4671, -6.9520], "multiplicity": 2, "orbital_gap_ev": [3.328, 10.445], "charge": -1, "elements": ["C", "O", "H", "H", "H", "H", "H", "H", "O", "H", "H", "O", "H", "H", "O", "H", "H", "O"], "positions_angstrom": [[-0.95226, -0.15564, 2.17907], [-0.64251, 0.28187, 0.74247], [-0.85861, 0.60838, 2.98827], [-1.93032, -0.47835, 1.88857], [-0.17193, -0.88442, 2.21994], [-0.99705, 1.17816, 0.67835], [0.88424, -0.38589, 0.59902], [2.02202, -1.29061, 0.50892], [1.85056, -0.39999, 0.69708], [0.33674, 2.85668, -0.38291], [1.86377, 2.88805, -0.68248], [0.97292, 3.08615, -1.01723], [-1.12474, -2.74353, -1.30468], [-1.68944, -2.22545, -0.11233], [-1.61754, -3.03028, -0.50518], [0.77372, 0.63308, -2.13085], [0.44806, 0.13691, -3.58702], [0.83238, -0.07514, -2.77902]], "mulliken_charge": [-1.779, 1.496, 0.312, 0.711, 0.128, -0.717, -0.095, 0.248, -0.853, 0.321, 0.318, -0.763, 0.432, 0.208, -0.939, 0.330, 0.354, -0.713]}

---

If you had to bet on the most stable structure above, which would it be? Bet on A.